(1)
C24H37BBr39ClN3O6 as an isolated structure in a non-equilibrium geometry, computed with ωB97M-V/def2-TZVPD.

electronic energy = -102423.6245 Ha
total charge = +1
gap between HOMO and LUMO = 0.3168 Ha

Last column: Löwdin charge in e.
Geometry (Å):
C1 6.9704 1.1066 1.5442  -0.07
C2 5.7432 1.7688 2.1468  -0.27
O1 4.7050 1.8905 1.1620  -0.11
C3 3.3997 1.7612 1.6444  -0.16
N1 2.6434 0.6761 0.9239  0.05
C4 1.1979 1.0374 0.9334  -0.07
C5 0.2324 -0.0995 0.5453  -0.26
C6 -0.9517 0.0074 1.5384  -0.16
O2 -1.7979 -1.0965 1.3910  -0.10
C7 -3.0494 -0.9524 2.0311  -0.22
O3 -3.9997 -0.5719 1.0775  -0.08
C8 -5.0428 0.2831 1.5570  -0.17
C9 -5.1297 1.5236 0.6831  -0.25
O4 -6.2343 2.2860 1.1124  -0.15
B1 -0.4043 -0.0030 -0.9058  -0.60
O5 -0.4773 1.2034 -1.5753  0.18
O6 -0.9424 -1.1323 -1.4721  0.11
C10 0.9315 -1.4250 0.7734  -0.06
N2 1.8525 -1.2753 1.9611  0.14
C11 2.8843 -0.5226 1.5548  -0.41
N3 4.1528 -0.8499 1.7120  -0.28
Cl1 4.6431 -2.2333 2.5453  0.70
H1 6.8470 0.0232 1.4800  0.06
H2 7.7857 1.2709 2.2484  0.10
H3 7.2265 1.5414 0.5854  0.03
H4 5.4162 1.1704 3.0059  0.01
H5 6.0250 2.7518 2.5284  0.13
H6 2.8438 2.6796 1.4567  0.15
H7 3.3800 1.5805 2.7214  0.09
H8 0.9428 1.4158 1.9273  0.11
H9 1.0550 1.8667 0.2434  0.14
H10 -0.5319 0.0575 2.5526  0.11
H11 -1.4701 0.9606 1.3602  0.15
H12 -3.2876 -1.9354 2.4407  0.14
H13 -2.9656 -0.1964 2.8171  0.13
H14 -4.8543 0.5992 2.5841  0.12
H15 -5.9869 -0.2561 1.4996  0.13
H16 -5.2097 1.2021 -0.3589  0.08
H17 -4.1956 2.0909 0.7614  0.12
H18 -6.8464 2.4447 0.3863  -0.13
H19 -1.3721 1.5687 -1.5368  0.12
H20 -0.2916 -1.7604 -1.8035  0.08
H21 0.2582 -2.2650 0.9083  0.08
H22 1.5675 -1.6567 -0.0864  0.14
H23 2.1297 -2.1993 2.2852  0.11
H24 4.8882 -0.2553 1.3487  0.08
C12 -9.5766 3.8251 0.1494  -1.57
Br1 -8.6357 2.3094 -0.5830  0.69
Br2 -11.0161 3.2683 1.2939  0.59
Br3 -8.3687 5.0240 1.0434  0.63
H25 -10.0106 4.3613 -0.6820  -0.02
C13 -5.6325 0.1127 -3.7078  -1.59
Br4 -4.8198 1.8444 -3.5036  0.60
Br5 -4.3518 -1.3081 -3.5536  0.67
Br6 -7.1183 -0.1130 -2.5108  0.59
H26 -6.0219 0.0650 -4.7135  -0.07
C14 -4.6002 -3.6842 -6.0829  -1.66
Br7 -6.2343 -3.3039 -7.0234  0.56
Br8 -4.5444 -5.5047 -5.4633  0.58
Br9 -3.0446 -3.2585 -7.1314  0.54
H27 -4.5597 -3.0526 -5.2049  -0.17
C15 -1.1126 -5.3445 -0.5792  -1.61
Br10 0.6196 -5.7268 -1.3242  0.58
Br11 -0.9873 -4.8503 1.2775  0.60
Br12 -2.0290 -3.9989 -1.5994  0.65
H28 -1.6955 -6.2527 -0.6335  -0.02
C16 8.9849 0.2174 -1.8882  -1.61
Br13 7.1768 -0.4165 -2.1149  0.57
Br14 9.0376 2.1262 -1.6837  0.54
Br15 9.8731 -0.6826 -0.4376  0.58
H29 9.5221 -0.0277 -2.7929  -0.03
C17 4.7872 -6.0545 2.6006  -1.65
Br16 2.9646 -5.8804 3.1989  0.55
Br17 5.9625 -4.9262 3.6343  0.56
Br18 5.3776 -7.8756 2.6051  0.62
H30 4.8225 -5.7005 1.5803  -0.03
C18 7.2849 6.1753 -2.3485  -1.63
Br19 6.0148 6.8532 -3.6185  0.59
Br20 6.5167 4.7956 -1.2431  0.54
Br21 8.8993 5.5787 -3.2089  0.55
H31 7.5541 6.9915 -1.6941  -0.03
C19 -13.7555 3.3452 4.0944  -1.66
Br22 -15.2355 4.5155 3.7314  0.58
Br23 -13.6447 2.8936 5.9591  0.58
Br24 -13.8174 1.7677 2.9895  0.54
H32 -12.8524 3.8811 3.8398  -0.06
C20 -6.8796 0.2527 -9.0278  -1.63
Br25 -7.6366 0.8153 -7.3480  0.57
Br26 -5.0327 -0.2495 -8.8260  0.55
Br27 -7.9240 -1.1460 -9.8291  0.58
H33 -6.9148 1.1013 -9.6950  -0.03
C21 0.0258 -5.8799 -7.9595  -1.66
Br28 0.5169 -4.3935 -9.0779  0.57
Br29 1.1751 -7.3935 -8.2393  0.58
Br30 -0.0381 -5.3670 -6.1076  0.53
H34 -0.9747 -6.1748 -8.2421  -0.03
C22 12.6583 4.6574 -1.1766  -1.64
Br31 13.1015 2.7925 -1.0159  0.56
Br32 11.0661 5.0846 -0.1839  0.53
Br33 14.1273 5.7863 -0.6733  0.59
H35 12.4460 4.8483 -2.2188  -0.03
C23 2.8099 -0.1284 5.9700  -1.59
Br34 1.3875 0.7385 5.0028  0.63
Br35 2.5491 -2.0315 6.0385  0.61
Br36 4.5412 0.3170 5.2480  0.67
H36 2.7793 0.2494 6.9840  -0.03
C24 0.0276 -0.4070 8.5931  -1.68
Br37 -1.7517 -1.0051 8.1843  0.59
Br38 0.0738 1.4729 9.0057  0.58
Br39 0.8368 -1.4567 9.9845  0.59
H37 0.6165 -0.5541 7.7000  -0.12

(2)
An isolated ion of composition C8H14OP and charge -1 in a non-equilibrium geometry, computed with ωB97M-V/def2-TZVPD.

electronic energy = -729.7146 Ha
total charge = -1
energy relative to the best compared isomer or geometry (same formula, charge and spin) = 26.4 kcal/mol
gap between HOMO and LUMO = 0.2757 Ha

Last column: natural (NBO) charge in e.
Geometry (Å):
C1 3.3524 0.6961 0.8827  -0.65
C2 2.7674 -0.7844 0.7463  -0.05
O1 1.3583 -0.8156 0.6043  -0.85
P1 0.8017 -0.3682 -0.9978  0.84
C3 -0.9898 -0.0389 -0.3699  -0.25
C4 -1.3456 0.7396 0.8136  -0.24
C5 -2.7771 0.9342 1.1315  -0.24
C6 -3.8377 0.3586 0.3050  -0.27
C7 -3.4952 -0.4314 -0.9005  -0.25
C8 -2.0771 -0.6157 -1.1993  -0.23
H1 3.7731 1.0652 -0.0862  0.20
H2 2.5748 1.4116 1.2569  0.22
H3 4.1669 0.6628 1.6693  0.18
H4 3.3272 -1.4000 -0.0129  0.16
H5 2.9874 -1.2722 1.7480  0.15
H6 1.1431 1.0188 -0.7547  -0.19
H7 2.1242 -0.5318 -1.6045  -0.19
H8 0.4700 -1.7650 -1.2226  -0.18
H9 0.3074 -0.0492 -2.3422  -0.17
H10 -0.5530 1.1988 1.4432  0.22
H11 -3.0365 1.5549 2.0202  0.19
H12 -4.9162 0.5185 0.5289  0.19
H13 -4.2976 -0.8662 -1.5521  0.20
H14 -1.8280 -1.2206 -2.1073  0.21

(3)
A 2-piece molecular cluster, C5H13NO2 overall in a non-equilibrium geometry, computed with ωB97M-V/def2-TZVPD.

electronic energy = -403.4096 Ha
energy relative to the best compared isomer or geometry (same formula, charge and spin) = 104.8 kcal/mol
gap between HOMO and LUMO = 0.3922 Ha
SMILES = NO[C@H]1CO1.CCC

Last column: natural (NBO) charge in e.
Geometry (Å):
N1 -0.4734 -2.1777 1.0500  -0.54
O1 -0.9644 -2.0154 -0.2919  -0.40
C1 -1.8886 -0.9873 -0.4012  0.33
C2 -2.7573 -0.5350 0.6761  -0.16
O2 -1.5581 0.2689 0.1247  -0.52
H1 -0.6881 -3.1470 1.2929  0.35
H2 0.5442 -2.0840 0.9758  0.35
H3 -2.2413 -0.9856 -1.4294  0.18
H4 -3.7319 -0.1256 0.4452  0.20
H5 -2.5880 -0.8930 1.6824  0.22
C3 1.9226 0.0820 -0.9469  -0.60
C4 0.9901 1.2502 -0.6953  -0.43
C5 1.4588 2.1675 0.4170  -0.60
H6 2.0916 -0.4718 -0.0235  0.18
H7 2.8919 0.4247 -1.3148  0.20
H8 1.4926 -0.6051 -1.6739  0.21
H9 -0.0750 0.8143 -0.3632  0.25
H10 0.8319 1.8131 -1.6145  0.19
H11 2.4428 2.5851 0.1903  0.19
H12 0.7683 3.0013 0.5460  0.21
H13 1.5314 1.6205 1.3543  0.20

Among the records above, which one has the lowest gap between HOMO and LUMO? C8H14OP

Which formula does entry 1 have? C24H37BBr39ClN3O6

Among the records above, which one has the highest electronic energy? C5H13NO2

Please write out number 2 again, unchanged.
An isolated ion of composition C8H14OP and charge -1 in a non-equilibrium geometry, computed with ωB97M-V/def2-TZVPD.

electronic energy = -729.7146 Ha
total charge = -1
energy relative to the best compared isomer or geometry (same formula, charge and spin) = 26.4 kcal/mol
gap between HOMO and LUMO = 0.2757 Ha

Last column: natural (NBO) charge in e.
Geometry (Å):
C1 3.3524 0.6961 0.8827  -0.65
C2 2.7674 -0.7844 0.7463  -0.05
O1 1.3583 -0.8156 0.6043  -0.85
P1 0.8017 -0.3682 -0.9978  0.84
C3 -0.9898 -0.0389 -0.3699  -0.25
C4 -1.3456 0.7396 0.8136  -0.24
C5 -2.7771 0.9342 1.1315  -0.24
C6 -3.8377 0.3586 0.3050  -0.27
C7 -3.4952 -0.4314 -0.9005  -0.25
C8 -2.0771 -0.6157 -1.1993  -0.23
H1 3.7731 1.0652 -0.0862  0.20
H2 2.5748 1.4116 1.2569  0.22
H3 4.1669 0.6628 1.6693  0.18
H4 3.3272 -1.4000 -0.0129  0.16
H5 2.9874 -1.2722 1.7480  0.15
H6 1.1431 1.0188 -0.7547  -0.19
H7 2.1242 -0.5318 -1.6045  -0.19
H8 0.4700 -1.7650 -1.2226  -0.18
H9 0.3074 -0.0492 -2.3422  -0.17
H10 -0.5530 1.1988 1.4432  0.22
H11 -3.0365 1.5549 2.0202  0.19
H12 -4.9162 0.5185 0.5289  0.19
H13 -4.2976 -0.8662 -1.5521  0.20
H14 -1.8280 -1.2206 -2.1073  0.21